C21H63BO8 | wB97M-V/def2-TZVPD

Last column: Löwdin charge in e.
Cartesian coordinates (Å):
O (0.9613, 0.1832, 0.8029)  0.38
H (0.5074, -0.1627, 0.0310)  0.18
H (0.6524, 1.0796, 0.9533)  0.15
H (0.7778, -0.4004, 1.5428)  0.17
B (0.2497, 4.1103, 1.3182)  -0.44
H (-0.3017, 4.9416, 0.9070)  -0.10
H (0.6637, 4.2537, 2.3043)  -0.10
H (-0.4964, 3.3309, 1.3211)  -0.14
H (1.0360, 3.8113, 0.6425)  -0.12
C (-5.5340, 2.8755, 3.6206)  -0.06
C (-5.0423, 4.3011, 3.2144)  -0.51
C (-6.0130, 5.2822, 3.7724)  -0.08
O (-3.8368, 4.5720, 3.8646)  -0.05
H (-6.3381, 2.5494, 2.9610)  0.07
H (-5.5149, 2.6364, 4.6839)  0.08
H (-4.7386, 2.1844, 3.3413)  0.06
H (-4.8162, 4.4171, 2.1545)  0.14
H (-5.8445, 5.3879, 4.8441)  0.08
H (-7.0728, 5.0788, 3.6186)  0.08
H (-5.7832, 6.2957, 3.4437)  0.08
H (-3.1523, 4.3774, 3.2202)  0.09
C (-3.0185, 6.6405, -2.8601)  -0.04
C (-2.3396, 5.3754, -3.5141)  -0.52
C (-0.9141, 5.6078, -3.9957)  -0.06
O (-2.3652, 4.3877, -2.5734)  -0.05
H (-2.3440, 7.0300, -2.0976)  0.07
H (-3.9165, 6.3662, -2.3064)  0.07
H (-3.2712, 7.4326, -3.5649)  0.07
H (-2.9765, 5.0347, -4.3304)  0.13
H (-0.4643, 4.7369, -4.4724)  0.07
H (-0.2712, 5.7980, -3.1363)  0.08
H (-0.7455, 6.3774, -4.7489)  0.08
H (-1.8209, 4.6583, -1.8304)  0.09
C (5.3625, -5.0245, -1.3628)  -0.05
C (4.9372, -4.0885, -0.2179)  -0.48
C (6.0486, -3.6339, 0.8193)  -0.05
O (4.2635, -2.9906, -0.7785)  -0.07
H (6.1100, -5.6696, -0.9011)  0.08
H (5.8275, -4.5233, -2.2118)  0.08
H (4.4906, -5.5476, -1.7554)  0.08
H (4.2002, -4.5594, 0.4326)  0.12
H (5.8195, -2.6358, 1.1926)  0.07
H (7.0066, -3.4470, 0.3342)  0.07
H (6.1471, -4.3304, 1.6519)  0.07
H (4.8731, -2.5946, -1.4055)  0.08
C (2.3378, -1.4651, 5.3103)  -0.05
C (0.8420, -1.5685, 5.4368)  -0.56
C (0.1198, -0.4116, 5.9109)  -0.07
O (0.2288, -1.8171, 4.2123)  -0.06
H (2.7667, -0.7312, 4.6279)  0.08
H (2.7756, -2.4254, 5.0378)  0.08
H (2.7782, -1.1913, 6.2691)  0.08
H (0.6685, -2.4711, 6.0228)  0.14
H (0.2204, 0.4125, 5.2046)  0.10
H (0.5439, -0.0820, 6.8594)  0.09
H (-0.9433, -0.5885, 6.0742)  0.09
H (-0.6114, -2.2488, 4.3834)  0.09
C (5.1322, 2.1311, -3.2482)  -0.06
C (6.4978, 1.4544, -3.1609)  -0.51
C (7.0836, 1.4773, -1.7601)  -0.06
O (6.2436, 0.1078, -3.4077)  -0.06
H (4.8046, 2.5382, -4.2048)  0.07
H (5.2102, 3.0638, -2.6895)  0.07
H (4.2463, 1.6499, -2.8338)  0.08
H (7.2598, 1.8892, -3.8078)  0.13
H (6.3456, 1.0271, -1.0962)  0.08
H (7.3164, 2.4732, -1.3833)  0.08
H (7.9548, 0.8297, -1.6608)  0.08
H (5.8129, 0.0023, -4.2592)  0.09
C (-0.9627, -6.3990, -0.2969)  -0.06
C (-2.1999, -6.9946, -0.9232)  -0.50
C (-2.3774, -8.4972, -0.7673)  -0.06
O (-3.3315, -6.3180, -0.3302)  -0.06
H (-0.9642, -6.3676, 0.7926)  0.08
H (-0.8888, -5.3781, -0.6715)  0.08
H (-0.0498, -6.9176, -0.5900)  0.08
H (-2.2067, -6.7757, -1.9909)  0.13
H (-1.5310, -9.0915, -1.1116)  0.08
H (-3.3616, -8.8975, -1.0105)  0.08
H (-2.3153, -8.6362, 0.3120)  0.08
H (-4.1315, -6.5107, -0.8246)  0.08
C (-4.1350, -1.0084, -1.5685)  -0.06
C (-3.1337, -1.1275, -2.7195)  -0.48
C (-3.6617, -0.5685, -4.0389)  -0.07
O (-1.9380, -0.3810, -2.4519)  -0.07
H (-4.3243, 0.0550, -1.4222)  0.08
H (-3.6639, -1.3489, -0.6464)  0.07
H (-5.0964, -1.5012, -1.7129)  0.08
H (-2.8866, -2.1770, -2.8792)  0.13
H (-4.6049, -1.0239, -4.3408)  0.08
H (-2.9130, -0.7313, -4.8142)  0.08
H (-3.7880, 0.5134, -4.0784)  0.08
H (-2.1711, 0.5214, -2.6815)  0.08

Summary:
F_max   5.13 eV Å⁻¹
Kohn-Sham gap   7.01 eV
ΔE to the lowest compared entry with this formula, charge and spin   7.263 eV
Calculated total energy   -39846.6819 eV



C21H63HfN11O8P3 | wB97M-V/def2-TZVPD

Last column: Löwdin charge in e.
Cartesian coordinates (Å):
Hf (-3.0726, -2.4879, -1.7038)  1.98
C (-0.1019, -0.2213, -1.5139)  -0.21
O (-1.2183, -1.0462, -1.6179)  -0.44
H (-0.2203, 0.6299, -0.8434)  0.06
H (0.7209, -0.7907, -1.0817)  0.07
H (0.2667, 0.1987, -2.4498)  0.06
O (-3.9325, -0.8012, -0.1053)  -0.47
P (-3.7950, 0.2677, 0.9809)  0.73
N (-3.0842, -0.3381, 2.4573)  -0.30
C (-3.9465, -1.1227, 3.3217)  -0.10
C (-1.7543, -0.9047, 2.3647)  -0.11
N (-5.2435, 1.0331, 1.3899)  -0.32
C (-5.3469, 1.7822, 2.5828)  -0.13
C (-6.2083, 1.2016, 0.3023)  -0.08
N (-2.8016, 1.6548, 0.6514)  -0.30
C (-2.2704, 2.5318, 1.7003)  -0.10
C (-2.9124, 2.3059, -0.6269)  -0.11
H (-4.1737, -2.0928, 2.8798)  0.08
H (-4.9107, -0.6336, 3.4600)  0.07
H (-3.4294, -1.3804, 4.2460)  0.10
H (-1.0539, -0.1260, 2.0628)  0.06
H (-1.8000, -1.7033, 1.6243)  0.05
H (-1.4033, -1.3626, 3.2894)  0.10
H (-6.1875, 1.4194, 3.1742)  0.10
H (-4.4227, 1.9284, 3.1420)  0.08
H (-5.5569, 2.8203, 2.3252)  0.10
H (-6.0444, 2.1621, -0.1862)  0.08
H (-6.0430, 0.5035, -0.5183)  0.07
H (-7.2381, 1.1638, 0.6577)  0.10
H (-2.9343, 3.3727, 1.9006)  0.09
H (-1.8803, 2.0682, 2.6064)  0.08
H (-1.3261, 2.9025, 1.3017)  0.07
H (-1.9477, 2.6864, -0.9625)  0.07
H (-3.5491, 3.1665, -0.4217)  0.09
H (-3.1907, 1.6679, -1.4657)  0.09
O (-1.1281, -3.9198, -1.8666)  -0.45
P (0.1619, -4.5792, -1.4414)  0.69
N (0.4577, -4.5411, 0.3027)  -0.27
C (0.3930, -3.2349, 0.9921)  -0.14
C (1.2469, -5.5017, 1.0994)  -0.08
N (1.5563, -3.9283, -2.1876)  -0.31
C (2.6201, -3.2332, -1.4189)  -0.08
C (1.7566, -3.9800, -3.6311)  -0.07
N (0.2469, -6.2602, -1.7796)  -0.28
C (-0.8412, -7.1882, -1.3144)  -0.08
C (1.5707, -6.9235, -1.9758)  -0.09
H (-0.0483, -3.3728, 1.9792)  0.08
H (-0.3120, -2.6090, 0.4449)  0.03
H (1.2811, -2.6120, 1.0986)  0.07
H (1.0169, -6.5322, 0.8287)  0.07
H (0.9750, -5.3449, 2.1432)  0.09
H (2.3033, -5.2341, 1.0774)  0.09
H (3.3402, -4.0466, -1.3295)  0.09
H (3.0847, -2.5166, -2.0963)  0.09
H (2.5086, -2.7951, -0.4270)  0.06
H (2.7831, -3.6677, -3.8230)  0.10
H (1.5788, -5.0057, -3.9544)  0.08
H (1.0308, -3.3289, -4.1183)  0.07
H (-1.7894, -6.6944, -1.5271)  0.07
H (-0.7977, -8.0855, -1.9317)  0.09
H (-0.8405, -7.5240, -0.2774)  0.08
H (1.4902, -7.8173, -2.5945)  0.09
H (1.9994, -7.3266, -1.0584)  0.08
H (2.3410, -6.2688, -2.3833)  0.07
O (1.2101, 4.1223, 0.3701)  -0.30
P (2.2352, 3.6993, 1.3501)  0.62
N (1.7617, 4.1082, 2.9541)  -0.32
C (0.9523, 5.3265, 3.1930)  -0.09
C (2.6600, 3.9120, 4.0295)  -0.16
N (3.8358, 4.3347, 1.1372)  -0.33
C (4.0586, 5.6809, 0.7074)  -0.11
C (5.0093, 3.8154, 1.7890)  -0.13
N (2.5530, 2.0127, 1.3098)  -0.30
C (1.6640, 1.1266, 2.1102)  -0.09
C (3.1701, 1.4043, 0.1269)  -0.10
H (0.2723, 5.4972, 2.3584)  0.07
H (1.6605, 6.1531, 3.1366)  0.08
H (0.4219, 5.2948, 4.1448)  0.09
H (2.2003, 3.7131, 4.9976)  0.09
H (3.3218, 4.7753, 4.0994)  0.08
H (3.3541, 3.0973, 3.8228)  0.07
H (4.9321, 5.6098, 0.0593)  0.09
H (3.2724, 5.9920, 0.0195)  0.08
H (4.1184, 6.3063, 1.5982)  0.09
H (5.8690, 4.1026, 1.1835)  0.09
H (5.0831, 4.2561, 2.7832)  0.07
H (5.0468, 2.7279, 1.8512)  0.08
H (1.3361, 1.6315, 3.0188)  0.07
H (0.7326, 0.9617, 1.5687)  0.04
H (2.2436, 0.2217, 2.2930)  0.08
H (2.3959, 1.2604, -0.6267)  0.06
H (3.5007, 0.4106, 0.4294)  0.07
H (4.1276, 1.8211, -0.1855)  0.09
C (0.4539, 3.5224, -2.5397)  0.02
N (0.9329, 3.7915, -3.9183)  -0.42
O (1.2478, 4.9551, -4.1876)  0.08
O (0.9848, 2.8712, -4.7383)  0.03
H (-0.1903, 2.6481, -2.6338)  0.06
H (-0.1805, 4.3249, -2.1635)  0.10
H (1.3058, 3.2548, -1.9146)  0.08
C (-0.5355, -0.3939, -5.3101)  0.08
N (-1.1449, -1.7910, -5.3911)  -0.41
O (-0.9106, -2.4615, -6.3661)  0.13
O (-1.6985, -2.2194, -4.3853)  -0.08
H (0.2822, -0.5005, -4.5973)  0.09
H (-1.2674, 0.3157, -4.9243)  0.10
H (-0.2522, -0.0760, -6.3135)  0.11

Summary:
F_max   9.04 eV Å⁻¹
Net charge   +2
Kohn-Sham gap (spin up / spin down)   3.99 / 3.32 eV
2S+1   2
Calculated total energy   -84722.6784 eV
⟨S²⟩   0.76